Formula: C25H14AuF8I2SSb
Source: the OMol25 dataset
Level of theory: ωB97M-V with the def2-TZVPD basis set

Each line ends with the natural charge from an NBO analysis.
Cartesian coordinates (Å):
1 Au 0.504 -3.823 0.572  0.439
2 I -2.725 -4.710 1.719  0.208
3 C -1.847 -6.492 0.978  -0.697
4 I -0.311 -6.124 -0.496  0.327
5 H -2.615 -7.083 0.493  0.253
6 H -1.380 -7.024 1.797  0.249
7 F 6.343 -0.101 0.919  -0.224
8 C 5.133 -0.524 1.132  0.384
9 C 4.382 -1.023 0.061  0.313
10 F 4.895 -1.045 -1.153  -0.259
11 C 3.101 -1.454 0.288  0.341
12 F 2.378 -1.895 -0.741  -0.292
13 C 2.516 -1.410 1.566  -0.345
14 S 0.897 -1.908 1.899  0.144
15 C 3.290 -0.882 2.621  0.392
16 F 2.764 -0.797 3.822  -0.252
17 C 4.586 -0.455 2.412  0.272
18 F 5.298 0.033 3.403  -0.242
19 F 3.587 4.482 -1.030  -0.285
20 C 2.691 3.503 -1.020  0.444
21 C 2.950 2.350 -1.745  -0.269
22 C 2.032 1.314 -1.693  -0.225
23 C 0.879 1.453 -0.927  -0.384
24 C 0.611 2.631 -0.235  -0.219
25 C 1.529 3.667 -0.281  -0.259
26 Sb -0.573 -0.123 -0.899  1.527
27 C -1.982 0.735 -2.275  -0.345
28 C -3.126 1.352 -1.775  -0.211
29 C -3.944 2.053 -2.642  -0.261
30 C -3.622 2.083 -3.992  0.465
31 F -4.422 2.727 -4.824  -0.278
32 C -2.497 1.447 -4.502  -0.256
33 C -1.675 0.756 -3.634  -0.204
34 C -1.563 0.040 0.990  -0.411
35 C -2.790 -0.610 1.141  -0.220
36 C -3.439 -0.590 2.361  -0.273
37 C -2.839 0.083 3.421  0.448
38 F -3.447 0.096 4.594  -0.279
39 C -1.615 0.725 3.294  -0.227
40 C -0.961 0.682 2.077  -0.229
41 H 3.851 2.273 -2.338  0.257
42 H 2.218 0.410 -2.259  0.228
43 H -0.310 2.759 0.319  0.234
44 H 1.352 4.595 0.246  0.259
45 H -3.370 1.308 -0.722  0.234
46 H -4.823 2.574 -2.286  0.259
47 H -2.282 1.497 -5.561  0.260
48 H -0.805 0.242 -4.023  0.231
49 H -3.247 -1.117 0.299  0.234
50 H -4.392 -1.080 2.507  0.257
51 H -1.189 1.236 4.147  0.252
52 H 0.003 1.164 1.974  0.234

Results
orbital gap (spin up / spin down)	8.41 / 5.04	eV
multiplicity	3
maximum force	1.68	eV/A
E_HOMO (spin up / spin down)	-14.570 / -14.478	eV
electronic energy	-3128.8088	a.u.
total charge	+2